C37H43N2O2Si | ωB97M-V/def2-TZVPD

XYZ file:
```
85
Properties=species:S:1:pos:R:3:forces:R:3:mulliken_charge:R:1
H 2.514 -6.018 -3.831 -0.3 0.1 0.0 0.3703
H 2.488 3.020 -0.232 -0.2 0.0 -0.2 0.3615
H -0.253 -3.575 -3.105 0.4 -0.1 0.1 0.4139
C 1.687 0.225 5.245 -0.1 0.0 -0.3 -1.1117
C 1.156 -2.465 -1.723 -0.5 0.1 0.5 1.3062
C -3.308 3.814 4.076 0.0 -0.2 0.0 -0.5846
H -0.646 -1.834 3.469 0.0 0.0 -0.3 0.5261
H 1.605 1.773 -1.138 0.0 0.2 0.1 -0.1774
N 1.745 -4.296 -2.945 -1.7 0.9 0.6 0.1812
H -1.668 -3.478 2.011 0.2 0.2 -0.2 0.3538
H -3.129 1.478 1.582 -0.1 0.2 0.3 0.2757
H -4.858 0.632 -4.111 0.2 0.1 -0.2 0.3690
C -1.585 -1.349 -2.869 0.4 0.2 0.3 -0.2175
C -0.469 -1.662 2.402 0.4 0.2 0.0 -0.8967
H -4.425 -0.080 -5.703 0.0 0.2 0.1 0.3305
C -2.482 -0.723 -3.719 0.0 0.6 -0.4 -1.2076
C 4.947 -2.455 -1.151 -0.6 0.2 0.2 -0.7876
C 2.966 0.313 4.687 0.0 0.0 -0.1 -0.7392
C -0.530 1.016 2.235 0.4 0.2 0.3 3.4038
H 1.133 4.044 2.350 -0.1 0.1 -0.2 0.2744
H 0.822 -0.662 -0.597 0.2 0.2 -0.4 -0.3622
C -1.819 -2.008 0.400 -0.6 0.2 0.5 -0.2718
H 6.269 -3.885 -2.095 -0.3 0.1 0.1 0.3846
H -2.260 3.844 0.028 0.2 -0.1 -0.1 0.2810
C -1.118 2.788 3.994 -0.4 0.1 0.0 -0.2316
C -2.165 0.554 -4.236 -0.2 0.0 0.5 0.8085
H -1.822 2.640 -1.216 0.1 0.2 0.1 0.1629
H 3.392 -1.140 -0.334 0.3 -0.3 -0.2 0.5068
C 0.717 -3.470 -2.629 1.4 -0.4 -0.7 -0.8394
C 5.235 -3.587 -1.925 -0.6 -0.4 -0.1 -0.6074
H -4.912 1.645 -5.589 0.0 -0.2 0.0 0.2495
H -2.166 -0.381 2.327 0.1 0.0 0.2 0.5774
H 2.104 0.909 1.430 0.0 0.1 0.4 0.2027
H -3.998 4.530 4.523 0.1 -0.2 -0.1 0.4077
C 4.197 -4.343 -2.495 0.2 0.4 0.4 -0.8038
C -2.828 2.087 2.439 0.0 0.2 0.4 -0.3482
C -0.420 -0.694 -2.411 -1.2 0.0 -0.8 0.5841
H -1.704 -2.454 -0.590 0.0 0.2 0.2 -0.2101
Si 0.084 3.104 0.313 -0.4 -0.2 0.6 1.3046
C 2.898 -3.909 -2.254 0.2 0.9 -0.2 0.0962
C -0.901 1.132 -3.956 -0.8 -0.2 -0.3 -0.8659
C 0.430 4.409 1.589 0.1 0.3 -0.1 -1.3102
C 1.560 2.809 -0.781 0.3 0.2 -0.2 -0.8227
O -3.038 1.311 -4.947 0.0 -0.6 0.2 -0.4452
C -2.018 3.683 4.583 0.2 -0.2 -0.2 -0.8901
H -1.831 0.056 -0.004 0.2 -0.2 0.1 0.1720
C 0.460 -1.283 -1.412 1.7 -0.6 -1.2 0.2744
C -3.709 3.023 2.995 0.2 -0.2 -0.2 -0.8931
H 1.516 3.476 -1.653 0.2 -0.1 0.1 0.4591
H 5.775 -1.888 -0.726 -0.3 -0.1 -0.1 0.4131
H -3.438 -1.201 -3.951 0.5 0.2 0.0 0.4346
C -1.029 -2.760 1.480 0.0 -0.4 0.0 -0.6011
C 3.620 -2.031 -0.925 0.6 -0.2 0.2 -0.2369
H -0.082 2.773 4.338 -0.5 -0.1 -0.1 0.4144
C -4.395 0.829 -5.088 0.5 0.1 -0.1 -0.8545
H -1.247 4.321 -1.356 -0.2 -0.2 0.1 0.4347
C 3.118 0.558 3.320 -0.2 -0.1 0.0 -1.0508
H -0.200 -3.321 1.027 -0.2 0.0 0.1 0.2130
C -0.056 0.521 -3.056 0.0 -0.5 0.7 -0.1895
H -0.660 2.091 -4.417 0.0 -0.3 0.1 0.4357
H 1.775 -4.881 -4.982 0.1 0.0 0.4 0.3375
O -0.174 1.631 1.020 0.2 -0.7 -0.2 -1.2465
C -1.539 1.942 2.960 0.5 0.2 -0.2 0.1130
C -1.460 3.506 -0.647 0.0 0.3 -0.2 -1.0418
H -0.439 0.372 4.877 0.5 0.1 -0.2 0.5693
H 0.735 -5.848 -3.914 0.3 0.1 0.1 0.3642
H -1.809 -2.366 -2.541 -0.1 0.5 0.1 0.3529
H 4.373 -5.216 -3.120 0.2 0.3 0.1 0.2536
C 1.994 0.748 2.506 -0.1 0.1 0.4 0.0767
H -0.489 4.740 2.093 0.3 -0.1 -0.1 0.2470
C 0.566 0.434 4.444 0.4 0.0 -0.2 -0.0780
H -4.709 3.129 2.572 0.2 0.0 0.2 0.4262
H 4.107 0.604 2.860 -0.2 0.0 0.3 0.4448
H -1.684 4.274 5.437 -0.2 0.0 -0.3 0.4055
C -1.148 -0.374 1.895 -1.0 -0.5 0.7 -1.3908
C 1.691 -5.314 -3.973 -0.2 -0.5 -0.4 -0.9622
C 2.580 -2.769 -1.478 0.1 -0.3 -0.1 0.3133
H 3.843 0.182 5.322 -0.2 0.0 -0.2 0.4015
H 0.619 -1.586 2.252 -0.3 0.0 0.2 0.2019
H -2.897 -1.999 0.647 0.2 -0.2 -0.1 0.5978
N -1.282 -0.648 0.488 0.2 -0.2 -1.2 0.4825
H 1.547 0.006 6.303 0.2 0.1 -0.2 0.4486
H 0.879 5.276 1.080 -0.1 -0.1 0.3 0.4835
H 0.925 0.950 -2.850 -0.4 0.0 0.0 0.5548
C 0.724 0.746 3.083 -0.2 0.2 0.1 -0.7815
```
Positions in Å, forces in eV/Å.

Charge: +1
Frontier orbital gap (eV): 6.39

***

C37H44AsF3N4O3S5Tc | ωB97M-V/def2-TZVPD

XYZ file:
```
98
Properties=species:S:1:pos:R:3:forces:R:3:mulliken_charge:R:1
C -5.189 3.240 -0.126 -0.1 -0.1 0.1 -0.8350
H -3.708 5.274 3.957 0.0 0.1 0.1 0.4008
O -2.033 -2.340 0.318 0.0 0.7 0.0 0.0003
F -1.509 -5.033 -1.815 0.2 0.1 0.3 -0.2321
C 2.794 1.400 1.920 -0.2 0.1 0.3 -0.2868
H -5.722 1.238 0.457 0.0 0.0 0.1 0.4276
C 0.331 -0.097 -4.380 -0.1 -0.1 0.0 -1.4518
H 2.197 -4.836 1.791 -0.1 0.0 0.1 0.2402
H -4.694 2.918 -1.037 0.1 0.0 -0.2 0.0820
C 3.059 -5.162 1.214 0.1 0.0 0.1 -1.0437
C 0.302 -0.352 -1.787 1.4 -0.5 0.1 0.1491
C -1.671 0.148 -2.798 1.1 -0.3 -1.1 0.7939
C -2.982 0.464 -0.690 -0.1 -0.2 -0.1 -0.8660
H 4.785 0.702 1.959 0.1 0.1 0.1 0.2761
Tc -0.648 -0.832 1.125 -1.7 0.5 1.4 0.1331
H -6.196 3.560 -0.374 -0.1 0.1 -0.1 0.4132
H 0.772 -2.228 -4.382 0.0 -0.1 0.0 0.1636
N -0.603 -0.182 -0.781 -0.2 0.0 -0.3 0.4252
H -4.254 4.879 2.335 0.0 0.1 -0.1 0.2828
H -4.643 4.094 0.265 0.0 0.1 0.0 0.2508
H 5.273 -3.331 -3.250 0.1 0.0 -0.1 0.4550
H -3.878 0.623 -1.270 -0.1 0.0 -0.1 0.8388
H 3.462 -6.062 1.669 0.0 -0.1 0.0 0.4670
H 4.512 -3.881 2.174 0.1 0.0 -0.1 0.4379
C 4.979 -2.769 -2.368 -0.1 -0.1 0.0 -1.3611
C -3.862 1.742 1.357 -0.1 0.6 1.1 0.5198
H 0.522 4.391 1.688 -0.1 0.1 -0.1 0.2763
C -0.352 -0.106 -3.055 -1.3 0.4 -0.6 0.6891
C 0.324 -1.482 -5.034 0.1 0.2 0.0 -1.0221
N -1.820 0.735 1.357 -0.5 -0.3 0.0 0.5282
H 3.116 3.811 3.207 0.0 0.0 0.1 0.4990
C -2.739 2.090 -3.886 -0.1 -0.2 -0.1 -1.1083
C -2.974 0.867 0.648 1.3 -0.1 0.1 -0.3139
O -1.365 -4.586 0.965 0.4 -0.4 -0.2 -0.4973
H -4.659 2.951 3.746 0.0 -0.1 0.1 0.4591
H 2.866 -3.091 -2.668 -0.1 -0.1 0.0 -0.0486
H 3.937 2.574 -0.306 -0.1 0.1 -0.1 0.2818
C -3.516 4.642 3.095 0.0 -0.1 0.1 -1.0744
H 4.093 0.823 -0.442 0.0 0.0 -0.1 0.0892
C 4.125 -4.059 1.169 -0.1 -0.1 -0.1 -1.3299
C 2.669 -1.050 2.568 0.0 -0.4 -0.9 -1.8372
C -3.618 3.170 3.503 0.1 0.1 -0.2 -1.3028
S -1.230 -1.657 3.269 1.9 0.0 -0.4 -0.2129
H 4.953 -4.371 0.533 0.1 0.0 0.0 0.3760
H 3.647 -4.305 -1.662 -0.1 0.0 0.0 0.5150
C 2.383 -1.266 -0.676 0.3 0.1 1.7 0.4735
H -3.693 0.197 -3.457 -0.1 -0.1 -0.1 0.5188
H -3.462 2.399 -4.634 -0.1 0.1 -0.1 0.4368
C 3.201 -2.483 -0.655 0.2 -0.3 0.5 0.6324
H 4.964 -1.712 -2.619 0.0 0.1 0.0 0.3123
C -0.628 2.093 2.896 -1.3 -0.1 -0.1 -0.4610
C -3.158 2.233 2.439 -1.2 -0.2 -0.7 0.7435
N 2.418 -0.808 0.583 -0.3 -0.3 -1.3 1.6304
H -2.495 0.133 -4.751 -0.1 -0.1 0.0 0.4229
C 4.456 1.702 0.084 0.1 0.1 0.2 -0.9070
C -1.829 0.113 -1.374 0.5 0.1 1.1 0.1802
S -1.016 -3.413 0.258 -0.9 -1.9 -0.6 0.2090
C 2.092 0.086 1.700 0.1 0.5 0.4 1.1166
C 3.603 -3.238 -1.879 0.2 0.1 0.0 -0.7046
C 2.984 -1.750 1.445 0.1 0.6 0.7 -0.0019
H 2.732 -1.164 3.628 0.1 -0.1 0.3 0.5189
H 4.622 2.462 2.090 0.1 0.0 0.1 0.3863
N 0.699 0.358 1.853 -0.2 0.9 0.9 0.7347
H 1.627 5.618 2.324 0.0 0.1 0.0 0.4203
H -1.760 2.462 -4.178 0.1 0.1 0.0 0.3331
F -1.764 -2.932 -2.222 0.1 0.0 0.0 -0.1716
O 0.276 -2.815 0.538 1.2 0.7 0.1 -0.3565
H 0.880 -1.450 -5.967 0.0 -0.1 -0.1 0.4276
C -2.716 0.562 -3.774 0.1 0.1 0.1 -1.1829
C 0.592 1.551 2.482 0.2 -1.3 -0.9 0.1281
H 1.983 -1.155 -2.716 0.0 0.1 0.0 0.6707
H -0.615 2.962 3.534 0.0 0.1 0.1 0.6544
H -0.694 -1.792 -5.251 -0.1 -0.1 0.0 0.3190
H -0.180 0.605 -5.039 0.1 0.1 0.0 0.4265
C 3.510 -2.810 0.643 0.2 -0.2 -0.4 0.4262
C -1.839 1.660 2.369 1.6 -0.3 -0.2 -0.8402
C 1.601 -0.862 -1.747 -1.3 0.9 -0.9 -1.4657
C 1.558 4.603 1.944 0.1 0.0 0.2 -1.0768
C 4.233 1.574 1.595 0.0 0.1 -0.1 -0.9433
As -4.368 -3.006 0.577 -0.6 0.1 0.4 0.3652
H 2.157 4.531 1.040 0.0 0.0 -0.1 0.2864
H -3.003 2.541 -2.932 0.0 0.1 0.1 0.1750
H 5.731 -2.928 -1.600 0.1 0.0 0.1 0.3407
S -3.171 -1.996 3.646 -1.3 0.5 -0.1 -0.1018
C 2.066 3.613 2.996 0.0 0.0 -0.1 -1.4051
C 1.897 2.210 2.520 0.7 -0.1 -0.2 0.3049
S -3.836 -3.675 2.698 0.0 -0.4 -0.3 -0.2145
C -1.013 -3.833 -1.579 -0.3 0.1 -0.2 0.5113
H 2.713 -5.406 0.212 0.0 0.0 -0.1 0.2602
F 0.219 -3.762 -2.089 0.2 -0.1 0.2 -0.1768
H -3.014 3.000 4.394 -0.1 -0.1 0.1 0.4335
H 5.517 1.812 -0.121 0.1 0.0 -0.1 0.4593
C -5.232 2.106 0.904 0.1 0.2 -0.1 -1.0720
H -2.527 4.868 2.706 0.1 0.1 -0.1 0.2535
H -5.824 2.423 1.762 -0.1 -0.1 0.0 0.3594
H 1.503 3.744 3.920 0.1 0.0 0.1 0.3962
S -4.590 -4.746 -0.444 0.0 0.2 0.2 -0.3151
H 1.357 0.256 -4.257 0.0 0.1 -0.1 0.4824
```
Positions in Å, forces in eV/Å.

Charge: +1
Frontier orbital gap (alpha / beta) (eV): 4.17 / 4.14
ΔE to the lowest compared entry with this formula, charge and spin (kcal/mol): 82.0

***

C37H44AsF3N4O3S5Tc | ωB97M-V/def2-TZVPD

XYZ file:
```
98
Properties=species:S:1:pos:R:3:forces:R:3:mulliken_charge:R:1
H -5.028 -1.045 3.202 0.0 0.0 0.0 0.4460
C 0.092 4.133 0.607 -0.2 -0.1 0.2 0.5145
C 2.463 -6.149 0.067 0.0 0.0 0.0 -0.9926
H -3.389 -1.369 5.051 0.0 0.0 0.0 0.2629
N -1.323 -0.047 1.064 0.1 0.2 0.4 1.1896
H 3.236 3.028 -1.614 0.0 0.0 0.0 0.5865
C 0.969 -3.177 -0.887 0.4 -0.1 -0.1 -0.6504
C -1.474 2.356 1.407 0.1 0.2 -0.1 -0.8140
O -1.608 2.255 -2.238 -0.1 -0.1 0.0 -0.6622
H -3.157 -4.894 -0.017 0.0 0.0 0.0 0.3117
C -0.482 -4.403 0.305 -0.1 0.1 0.0 0.2952
H 0.614 -6.576 -0.963 0.0 0.0 0.0 0.4628
C -1.774 -2.456 1.202 -0.2 0.3 0.1 -0.5065
C -0.413 2.768 0.643 0.0 0.1 0.2 0.0276
H -3.833 2.724 5.069 0.0 0.0 0.0 0.4103
H 3.294 2.644 -4.472 0.0 0.0 0.0 0.3196
C 4.171 2.015 -4.637 0.0 0.0 0.0 -1.3081
H 1.545 6.192 -0.486 0.0 0.0 0.0 0.4289
H 5.432 0.633 -3.554 0.0 0.0 0.0 0.3844
H -1.604 5.210 1.303 0.0 0.0 0.0 0.4341
H -3.174 -6.530 0.649 0.0 0.0 0.0 0.3959
C -3.199 2.039 4.508 0.0 0.0 0.0 -0.8996
C 3.424 -0.941 -2.857 -0.1 -0.2 0.1 0.8100
S 1.552 -0.269 1.357 -0.2 0.2 0.2 -0.3243
H 4.987 2.653 -4.970 0.0 0.0 0.0 0.4251
C -3.045 0.666 2.407 0.1 0.1 0.0 0.2551
H 3.243 -5.388 0.092 0.0 0.0 0.0 0.1330
H -0.569 6.099 3.369 0.0 0.0 0.0 0.3963
C -3.565 -2.165 4.327 0.0 0.0 0.0 -1.0765
C 2.384 2.374 -1.510 0.1 -0.1 -0.3 -0.7994
F -1.434 0.934 -4.648 0.0 -0.1 0.1 -0.2261
F -2.438 -0.873 -4.021 0.0 0.0 0.0 -0.2242
H 2.082 -6.256 1.084 0.0 0.0 0.0 0.2943
H 5.307 -2.475 -1.449 0.0 0.0 0.0 0.1200
S 4.861 0.550 0.532 0.2 0.2 -0.2 -0.2478
H -2.994 1.172 5.138 0.0 0.0 0.0 0.2386
H 4.185 -2.729 -3.714 0.0 0.0 0.0 0.4907
N 1.160 0.543 -2.047 -0.4 -0.1 0.0 0.5519
H 3.020 5.486 1.422 0.0 0.0 0.0 0.2501
C -4.108 -1.598 3.012 0.0 0.0 0.0 -1.2981
H -2.015 3.125 1.941 0.0 0.0 0.0 0.5756
O -1.616 -0.103 -1.569 0.0 0.0 -0.4 -0.1651
C -1.906 1.046 1.596 -0.2 -0.2 0.1 -0.0014
C -0.782 -2.982 0.401 0.2 -0.2 -0.1 -0.3937
H 2.424 5.147 -1.571 0.0 0.0 0.0 0.4390
As 3.575 -0.937 0.974 0.0 -0.1 0.0 0.5671
S 3.956 -2.870 1.393 0.1 -0.3 0.0 -0.2510
C 4.564 1.260 -3.366 0.0 0.0 0.0 -1.1833
H 1.002 5.439 2.912 0.0 0.0 0.0 0.2466
H 2.920 -7.093 -0.227 0.0 0.0 0.0 0.4182
H -2.616 -2.683 4.174 0.0 0.0 0.0 0.2878
C -0.075 5.291 2.830 0.0 0.0 0.0 -0.9809
N 0.093 -2.263 -0.349 -0.3 -0.1 0.0 1.0987
H 6.467 -2.612 -2.772 0.0 0.0 0.0 0.4338
H 3.932 1.320 -5.443 0.0 0.0 0.0 0.3546
H 3.904 4.405 0.356 0.0 0.0 0.0 0.2698
H -4.101 2.501 2.597 0.0 0.0 0.0 0.4188
C 2.342 1.152 -2.173 0.4 0.1 0.0 0.6062
N 0.343 1.965 -0.163 0.1 0.3 -0.5 1.1910
C 1.189 4.125 -0.180 0.1 -0.1 -0.2 0.5524
C 2.102 5.255 -0.534 0.0 0.0 0.0 -1.2471
C 3.426 0.429 -2.840 -0.1 0.2 0.1 0.2793
H -0.317 4.352 3.330 0.0 0.0 0.0 0.2220
H -4.270 -2.870 4.766 0.0 0.0 0.0 0.3957
C 5.683 -1.984 -2.349 0.0 0.0 0.0 -0.8575
O -3.729 1.090 -1.730 0.1 -0.1 0.1 -0.6657
H 2.960 -3.613 -1.598 0.0 0.0 0.0 0.5766
H -4.383 -2.414 2.340 0.0 0.0 0.0 0.4342
C 0.622 -4.514 -0.480 0.1 0.1 0.0 0.2851
C -1.285 -5.497 0.928 0.0 0.0 0.0 -1.1543
H 4.869 1.966 -2.590 0.0 0.0 0.0 0.3336
C 1.339 -5.763 -0.896 0.0 0.0 0.0 -1.3287
C -2.475 0.461 -3.952 0.0 -0.1 -0.1 0.5804
H -4.838 1.151 3.421 0.0 0.0 0.0 0.3747
C -0.515 5.270 1.363 0.0 0.0 0.0 -1.2440
H -1.541 -5.230 1.956 0.0 0.0 0.0 0.4498
H 4.982 -1.286 -4.274 0.0 0.0 0.0 0.5959
H 3.978 6.150 0.098 0.0 0.0 0.0 0.4139
C -3.878 1.619 3.201 0.0 0.0 0.0 -1.1865
Tc 0.112 -0.049 -0.441 0.1 -0.4 -0.3 -0.7135
C -3.134 -0.690 2.331 0.0 0.0 0.0 0.3518
C 2.158 -2.885 -1.643 -0.2 -0.1 0.1 -0.5353
C 2.302 -1.698 -2.294 0.3 0.1 -0.1 0.6627
C -2.044 -1.123 1.487 0.0 -0.3 0.0 -0.2715
C 4.576 -1.766 -3.383 0.0 0.0 0.0 -1.1615
H -0.670 -6.395 0.993 0.0 0.0 0.0 0.4589
S -2.380 1.048 -2.193 -0.3 0.2 0.0 1.1606
C 1.340 2.773 -0.687 -0.2 0.0 0.4 -0.5219
C 3.323 5.329 0.387 0.0 0.0 0.0 -1.0722
F -3.597 0.888 -4.506 0.1 0.1 0.0 -0.2073
H -2.414 -3.175 1.697 0.0 0.0 0.0 0.4436
H -2.314 -6.191 -0.855 0.0 0.0 0.0 0.3382
H -2.246 2.537 4.320 0.0 0.0 0.0 0.1367
H -0.236 6.206 0.878 0.0 0.0 0.0 0.3815
H 6.129 -1.040 -2.038 0.0 0.0 0.0 0.2376
C -2.559 -5.795 0.131 0.0 0.0 0.0 -1.1811
H 1.738 -5.638 -1.905 0.0 0.0 0.0 0.4688
S 0.796 -0.953 -2.541 -0.1 0.4 0.2 -0.1229
```
Positions in Å, forces in eV/Å.

Charge: +1
Frontier orbital gap (alpha / beta) (eV): 4.94 / 4.94
ΔE to the lowest compared entry with this formula, charge and spin (kcal/mol): 57.2